Entry 1:
{
  "formula": "C3H8NO2P",
  "method": "wB97M-V/def2-TZVPD",
  "symbols": ["C", "C", "N", "C", "P", "O", "O", "H", "H", "H", "H", "H", "H", "H", "H"],
  "coordinates": [[-2.274, 0.490, -0.816], [-1.121, 0.348, -0.145], [-0.407, -0.862, -0.016], [0.778, -0.889, 1.094], [2.247, -0.223, 0.195], [1.731, -0.333, -1.355], [1.912, 1.454, 0.450], [-2.729, 1.497, -1.003], [-3.138, -0.315, -0.882], [-0.593, 1.202, 0.251], [-1.038, -1.694, 0.234], [0.495, -0.432, 2.083], [0.912, -2.028, 1.142], [0.795, -0.387, -1.277], [2.430, 2.171, 0.045]],
  "e_homo_ev": -8.800,
  "total_charge": 0,
  "total_energy_ha": -665.6630,
  "lumo_ev": 0.84,
  "homo_lumo_gap_ev": 9.644
}



Entry 2:
{
  "formula": "C6H10N5",
  "method": "wB97M-V/def2-TZVPD",
  "symbols": ["C", "C", "C", "C", "C", "C", "N", "N", "N", "N", "N", "H", "H", "H", "H", "H", "H", "H", "H", "H", "H"],
  "coordinates": [[0.881, 1.379, -0.339], [2.160, 0.988, 0.058], [-2.161, 0.143, 0.336], [0.201, -0.839, -0.807], [-1.981, -1.342, 0.215], [-1.447, 0.887, -0.797], [-0.736, -1.662, -0.476], [-2.759, 0.639, 1.308], [-0.061, 0.496, -0.635], [2.371, -0.250, 0.418], [3.550, -0.720, 0.611], [0.638, 2.427, -0.426], [2.950, 1.737, 0.050], [-1.997, -1.805, 1.206], [-2.821, -1.758, -0.355], [-1.817, 0.550, -1.770], [-1.565, 1.967, -0.716], [-2.847, 1.648, 1.357], [3.615, -1.656, 0.983], [4.403, -0.185, 0.446], [-0.578, -2.644, -0.667]],
  "e_homo_ev": [-12.447, -12.448],
  "total_charge": 1,
  "total_energy_ha": -508.0580,
  "lumo_ev": [-4.70, -4.70],
  "homo_lumo_gap_ev": [7.745, 7.747]
}



Entry 3:
{
  "formula": "C10H15N3OPRu",
  "method": "wB97M-V/def2-TZVPD",
  "symbols": ["C", "C", "C", "C", "C", "Ru", "P", "H", "H", "H", "H", "H", "H", "H", "H", "C", "N", "C", "C", "C", "N", "C", "O", "N", "H", "H", "H", "H", "H", "H", "H"],
  "coordinates": [[1.256, 0.283, -2.925], [0.155, 0.565, -3.757], [-0.651, -0.626, -3.799], [-0.255, -1.504, -2.740], [1.047, -1.003, -2.275], [-0.362, 0.444, -1.540], [0.283, 2.390, -0.638], [2.164, 0.848, -2.794], [-0.121, 1.460, -4.292], [-1.347, -0.899, -4.623], [1.716, -1.539, -1.599], [-0.912, -2.277, -2.351], [-0.587, 3.136, 0.215], [0.749, 3.434, -1.503], [1.437, 2.310, 0.288], [1.635, -1.766, 3.069], [0.507, -0.991, 2.549], [-0.491, -0.522, 3.330], [-1.487, 0.189, 2.731], [-1.535, 0.281, 1.342], [-0.481, -0.105, 0.654], [0.677, -0.529, 1.237], [1.808, -0.507, 0.727], [-2.531, 0.868, 0.657], [1.535, -1.980, 4.156], [2.595, -1.236, 2.894], [1.706, -2.742, 2.538], [-0.411, -0.712, 4.409], [-2.268, 0.610, 3.280], [-3.334, 1.235, 1.139], [-2.499, 0.884, -0.379]],
  "e_homo_ev": [-7.943, -11.221],
  "total_charge": 1,
  "total_energy_ha": -1065.3748,
  "multiplicity": 5,
  "lumo_ev": [-3.82, -6.86],
  "homo_lumo_gap_ev": [4.122, 4.358]
}



Entry 4:
{
  "formula": "C6H4OS",
  "method": "wB97M-V/def2-TZVPD",
  "symbols": ["C", "C", "C", "S", "C", "O", "C", "C", "H", "H", "H", "H"],
  "coordinates": [[-2.288, 0.229, -1.034], [-1.555, -0.391, -0.347], [-0.742, -1.063, 0.681], [0.756, -1.815, 0.005], [1.827, -0.477, -0.424], [2.915, -0.687, -0.901], [1.383, 0.899, -0.075], [1.173, 1.986, 0.408], [-2.914, 0.711, -1.733], [-1.309, -1.935, 1.067], [-0.388, -0.407, 1.497], [1.142, 2.950, 0.856]],
  "e_homo_ev": -9.878,
  "total_charge": 0,
  "total_energy_ha": -704.3060,
  "lumo_ev": 0.13,
  "homo_lumo_gap_ev": 10.006
}